This record from the OMol25 dataset describes 2 unconnected molecules or ions with the total composition C3H8N2O2 at a distorted geometry. The level of theory is ωB97M-V/def2-TZVPD.

Output
ΔE to the lowest compared entry with this formula, charge and spin (kcal/mol): 132.7
Total charge: 0
E_tot (hartree): -378.92956
Gap between HOMO and LUMO (eV): 9.15

The geometry in XYZ format:
```
15
Properties=species:S:1:pos:R:3:forces:R:3
C -0.63596 -0.00698 -0.83995 0.6 1.4 3.1
N 0.60907 -1.80064 -0.08454 0.0 0.6 -0.2
N -1.74421 -0.70375 -0.48013 -0.6 0.0 -0.2
O 0.47557 -0.74999 -1.07296 0.6 -0.7 0.0
O -0.79886 1.00184 -1.69579 2.0 1.3 -0.3
H 1.38749 -1.46549 0.48898 -0.2 -0.2 -0.1
H 0.93016 -2.59394 -0.63312 0.0 0.1 0.0
H -2.61788 -0.21188 -0.58388 0.2 0.1 0.2
H -1.65960 -1.36111 0.28156 0.1 0.1 -0.3
C 0.01287 1.26015 0.65059 -0.3 -2.4 0.4
C 1.24727 1.16545 1.14883 -0.1 0.3 -0.3
H 1.53340 1.52589 2.13536 0.0 0.2 -0.1
H -0.76647 1.61312 1.33313 0.0 0.2 -0.2
H -0.03301 1.54663 -1.18403 -2.3 -0.7 -2.0
H 2.06015 0.78069 0.53596 0.0 -0.2 0.1
```
Forces are in eV/Å.

---

This record from the OMol25 dataset describes 2 unconnected molecules or ions with the total composition C5H12NO at a distorted geometry. The level of theory is ωB97M-V/def2-TZVPD.

Output
ΔE to the lowest compared entry with this formula, charge and spin (kcal/mol): 155.9
Total charge: -1
E_tot (hartree): -327.44762
Gap between HOMO and LUMO (eV): 4.29

The geometry in XYZ format:
```
19
Properties=species:S:1:pos:R:3:forces:R:3
C 2.05524 -1.38022 0.55725 0.7 -1.2 -0.4
C 1.32991 -0.38033 -0.28407 3.6 4.9 2.7
C 0.18960 0.18402 0.55841 0.5 0.4 -0.6
C -0.83367 0.93439 -0.26213 1.2 -1.4 -1.1
C -2.20428 0.78554 0.41914 0.1 2.1 -0.4
O -2.89824 -0.30505 0.23872 0.4 -1.2 0.6
N 2.13475 0.52316 -1.07518 -3.3 -2.1 1.5
H 2.57872 -0.89334 1.40423 -0.5 -0.1 -0.5
H 1.34321 -2.17544 0.92664 1.0 0.7 -0.4
H 2.81341 -1.69650 -0.16865 0.2 -0.9 0.7
H 0.52837 -1.92358 -1.41432 0.4 2.1 0.9
H -0.40231 -0.61263 1.07941 1.0 0.6 0.0
H 0.84502 0.84928 1.15768 -0.8 -0.3 0.6
H -0.61929 0.33790 -1.19005 -1.6 0.9 -0.2
H -0.55976 1.96296 -0.49020 0.0 0.1 0.2
H -1.74398 1.10118 1.51392 -1.6 -0.4 -0.8
H -2.79855 1.67267 0.00921 0.3 0.1 0.8
H 0.80717 -1.03552 -1.07724 -2.3 -4.0 -3.8
H 2.22989 0.33089 -2.06570 0.6 -0.3 0.3
```
Forces are in eV/Å.

---

This record from the OMol25 dataset describes C6H11NO2 in the gas phase at a distorted geometry. The level of theory is ωB97M-V/def2-TZVPD.

Output
ΔE to the lowest compared entry with this formula, charge and spin (kcal/mol): 119.7
Total charge: 0
E_tot (hartree): -440.29642
Gap between HOMO and LUMO (spin up / spin down) (eV): 7.56 / 7.57

The geometry in XYZ format:
```
20
Properties=species:S:1:pos:R:3:forces:R:3
C -0.80767 -0.07128 1.52252 0.5 2.6 0.0
C -0.14451 1.64410 -1.25878 -0.3 -0.1 0.4
C -1.90444 -0.82315 0.78612 0.3 -0.2 -0.4
C 0.75402 0.22468 0.96111 -1.8 -2.4 1.0
C 0.72310 -0.66502 -0.17845 0.9 0.1 0.8
C 0.84076 0.58591 -0.85566 -0.4 -0.1 -1.2
N 1.05712 -1.94351 -0.41237 0.7 1.2 -0.7
O 1.97823 0.58987 -1.68519 0.1 0.1 -0.2
O 1.62163 0.56728 1.77696 -0.1 -0.4 -0.3
H 2.51877 1.35760 -1.43607 -0.2 -0.3 0.0
H 1.18340 -2.17389 -1.39350 0.4 -0.3 0.3
H 1.63317 -2.40009 0.28598 -0.2 -0.2 -0.2
H -0.57113 -0.57930 2.45836 0.2 0.2 -0.1
H -1.13850 0.94807 1.73170 -0.4 -0.1 0.5
H -0.48910 1.47253 -2.28273 0.0 -0.1 0.0
H 0.33828 2.62454 -1.24175 0.1 -0.1 0.0
H -1.00138 1.70743 -0.58902 0.0 -0.1 -0.1
H -2.81357 -0.85319 1.39513 0.2 0.1 0.0
H -2.15600 -0.35307 -0.16780 0.0 0.0 0.0
H -1.62217 -1.85952 0.58343 0.0 0.1 0.0
```
Forces are in eV/Å.

---

This record from the OMol25 dataset describes 10 unconnected molecules or ions with the total composition C124H72O24 at a distorted geometry. The level of theory is ωB97M-V/def2-TZVPD.

Output
ΔE to the lowest compared entry with this formula, charge and spin (kcal/mol): 207.9
Total charge: 0
E_tot (hartree): -6573.98241
Gap between HOMO and LUMO (eV): 7.40
SMILES: O=C1c2ccccc2C(=O)c2ccccc21.O=C1c2ccccc2C(=O)c2ccccc21.O=C1c2ccccc2C(=O)c2ccccc21.O=C1c2ccccc2C(=O)c2ccccc21.O=C1c2ccccc2C(=O)c2ccccc21.O=C1c2ccccc2C(=O)c2ccccc21.O=C1c2ccccc2C(=O)c2ccccc21.O=C1c2ccccc2C(=O)c2ccccc21.O=C1C=C(O)C(=O)C=C1O.O=C1C=C(O)C(=O)C=C1O

The geometry in XYZ format:
```
220
Properties=species:S:1:pos:R:3:forces:R:3
O 7.47389 7.08524 3.20020 -2.3 -0.9 1.7
C 6.47813 6.65145 3.83821 2.8 -1.2 -4.3
C 5.79407 5.37417 3.27962 -2.6 -0.5 2.8
C 6.32844 4.53916 2.32328 0.2 3.2 0.1
C 5.66485 3.47257 1.78856 -1.0 -0.4 -0.8
C 4.42141 3.06129 2.31340 1.8 1.1 -0.6
C 3.87857 3.91174 3.25771 -2.0 -2.8 -0.1
C 4.48406 4.98737 3.77147 1.8 3.3 1.1
C 3.79105 5.96396 4.71435 -4.0 1.2 -0.8
O 2.52823 6.15764 4.83507 4.6 -1.7 -0.7
C 4.66531 6.94720 5.41284 0.9 -1.8 -1.8
C 4.18553 7.55539 6.47429 -0.3 4.6 4.5
C 5.01326 8.42835 7.28337 -1.5 -0.6 -1.9
C 6.33139 8.69160 6.96956 -0.4 -1.1 -0.2
C 6.84121 8.10854 5.79807 -1.7 -0.7 -0.1
C 5.95992 7.24846 5.01481 2.0 1.5 2.2
H 7.03048 5.21389 1.85609 1.3 -1.2 -0.9
H 6.00418 3.21325 0.79659 0.1 -1.0 0.1
H 3.86369 2.22677 1.91476 0.1 0.0 0.0
H 2.90270 3.59171 3.59187 -0.3 0.5 0.4
H 3.14999 7.75631 6.70599 -0.3 -1.3 -0.2
H 4.47988 9.08021 7.95938 0.2 -0.3 0.6
H 6.85765 9.28775 7.70035 0.6 0.2 -0.5
H 7.86258 8.31405 5.51353 -0.1 -0.2 -0.4
O 4.74145 -7.31333 4.87057 -2.0 3.4 -0.9
C 4.39244 -6.16939 4.47785 3.1 -1.3 -0.8
C 3.24754 -5.84642 3.49512 0.4 -1.2 0.8
C 2.50269 -6.93006 2.99963 0.5 1.0 -0.7
C 1.63206 -6.66835 1.96098 -1.5 -1.1 -0.1
C 1.28875 -5.42372 1.49021 1.5 1.2 0.4
C 2.05746 -4.35298 1.97384 0.0 -0.3 0.0
C 3.04462 -4.56354 2.93974 0.1 0.6 1.0
C 3.88544 -3.36167 3.44664 -1.1 -0.1 -1.7
O 3.58568 -2.20554 3.16041 0.2 -1.3 0.5
C 5.15506 -3.74229 4.05490 3.4 1.4 1.4
C 6.24050 -2.70802 4.15233 -4.9 -0.5 -2.4
C 7.43248 -2.96579 4.62076 2.1 -1.4 1.0
C 7.76307 -4.30643 4.84815 0.5 0.6 2.1
C 6.82288 -5.30471 4.86169 -0.7 -0.4 -0.5
C 5.48661 -5.02663 4.53730 -1.8 0.3 -0.9
H 2.65375 -7.97924 3.20652 0.3 0.2 0.7
H 1.09866 -7.51337 1.55131 -0.1 -0.2 -0.1
H 0.57466 -5.26641 0.69539 -0.2 -0.1 0.2
H 1.94784 -3.35772 1.56908 -0.1 0.1 0.1
H 6.16751 -1.75281 3.65370 -1.1 0.3 0.3
H 8.09696 -2.13734 4.81710 0.5 -0.2 -0.2
H 8.70759 -4.41170 5.36117 0.4 -0.8 -0.5
H 7.05265 -6.34749 5.02360 0.2 0.0 0.4
O -8.23209 -0.23731 0.76717 1.6 1.7 1.3
C -7.44157 0.40552 1.47491 -0.8 -0.6 0.0
C -5.97683 -0.07084 1.66441 -1.8 2.2 0.2
C -5.49704 -0.98954 0.76635 -0.5 0.0 0.1
C -4.21192 -1.42816 0.89553 1.0 -0.4 0.7
C -3.32946 -0.81302 1.81605 -1.0 -1.0 -0.2
C -3.81875 0.12545 2.69935 -0.3 1.1 -0.6
C -5.16575 0.55337 2.62054 0.5 -1.1 0.1
C -5.65624 1.63838 3.53141 3.6 1.5 0.1
O -4.77316 2.24545 4.20397 -3.0 -1.5 -1.1
C -7.02309 2.12618 3.31707 -1.8 2.2 1.6
C -7.55198 3.17301 4.18556 -1.4 -0.6 -2.0
C -8.89279 3.69591 3.96364 3.2 -0.8 0.7
C -9.59230 3.35798 2.81755 -0.4 -0.9 1.0
C -9.13779 2.29286 2.07231 1.9 -1.5 -0.5
C -7.86585 1.66008 2.29875 -0.6 -0.4 -0.5
H -6.19696 -1.32824 0.01682 0.1 -0.4 0.0
H -3.96908 -2.36225 0.41085 0.6 0.3 -0.6
H -2.31509 -1.16792 1.92320 0.1 0.0 -0.1
H -3.12871 0.66182 3.33381 -0.2 -0.1 0.4
H -6.92263 3.60751 4.94813 0.0 -0.3 0.2
H -9.29148 4.29153 4.77153 -0.1 0.5 -0.3
H -10.60275 3.72174 2.70320 0.0 0.2 -0.3
H -9.72353 1.78676 1.31920 -0.3 0.4 -0.2
O -1.52156 -9.51662 2.25794 -0.2 1.0 -0.3
C -1.97822 -8.43109 2.57949 -0.6 -0.7 0.1
C -2.38598 -7.34627 1.57010 0.9 -0.4 2.5
C -2.15088 -7.53950 0.20698 -1.4 1.3 -0.1
C -2.42969 -6.44164 -0.62636 -0.3 -0.3 1.7
C -2.99657 -5.29598 -0.03337 1.2 -0.5 -2.1
C -3.14488 -5.09023 1.32839 0.7 0.9 -1.4
C -2.77878 -6.09096 2.17499 0.1 -1.2 0.4
C -2.74546 -5.76959 3.68145 1.1 3.1 0.3
O -2.80610 -4.55113 4.07066 -0.2 -4.6 -1.4
C -2.45658 -6.90718 4.61084 0.0 -0.7 -2.4
C -2.51819 -6.73994 5.95041 0.1 1.6 0.3
C -2.42837 -7.80599 6.78174 -0.8 -0.7 0.6
C -2.41357 -9.09359 6.25390 -0.3 0.3 0.7
C -2.23802 -9.31318 4.89306 -0.4 0.0 1.0
C -2.21884 -8.20426 4.07791 0.0 1.1 -1.5
H -1.98597 -8.47751 -0.30228 0.7 -0.3 0.7
H -2.13091 -6.54976 -1.65857 -0.5 0.4 -0.3
H -3.13465 -4.50520 -0.75586 -0.4 0.5 0.3
H -3.26279 -4.05072 1.59657 -0.6 -0.2 0.7
H -2.68560 -5.73287 6.30282 0.0 0.1 0.2
H -2.64981 -7.58090 7.81455 0.3 -0.5 0.3
H -2.71568 -9.86968 6.94151 0.5 -0.5 -0.1
H -2.26654 -10.32775 4.52396 0.3 0.1 -0.3
O 3.71499 -6.24474 -6.29088 -3.1 -2.1 2.7
C 2.80378 -6.77351 -5.55735 2.0 2.1 -2.5
C 2.41774 -6.18782 -4.23899 -0.6 -1.3 -0.2
C 3.04778 -5.03303 -3.77351 -0.5 -0.4 0.1
C 2.55192 -4.44807 -2.62385 0.4 0.9 -0.4
C 1.47175 -4.96886 -1.98017 -0.1 0.6 0.5
C 0.83158 -6.08032 -2.45481 -0.1 -1.0 1.1
C 1.29366 -6.80253 -3.54856 1.2 2.6 0.1
C 0.53964 -7.95751 -4.02104 -2.9 -0.9 3.6
O -0.40926 -8.45625 -3.31736 2.9 1.5 -2.3
C 0.91778 -8.47669 -5.28174 1.0 0.4 -2.7
C 0.21994 -9.49915 -5.85062 -0.3 -1.0 -0.3
C 0.65462 -10.09357 -7.02981 -0.6 -0.6 1.2
C 1.77554 -9.67070 -7.72815 -1.4 -0.1 0.9
C 2.37220 -8.48177 -7.31332 -0.9 -0.8 0.5
C 1.93531 -7.89355 -6.07467 2.1 -0.2 -0.9
H 3.84281 -4.52359 -4.29772 0.1 -0.4 -0.3
H 2.91874 -3.48827 -2.29124 0.4 0.0 0.1
H 1.11615 -4.46180 -1.09539 -0.2 0.0 -0.1
H 0.04718 -6.40517 -1.78729 -0.4 -0.6 -0.6
H -0.61299 -9.91298 -5.30164 -0.1 -0.1 0.0
H 0.12304 -11.01838 -7.19874 0.1 -0.1 -0.9
H 2.05951 -10.34945 -8.51876 0.6 0.6 -0.4
H 3.14663 -8.17802 -8.00208 0.4 0.9 0.8
O 3.58194 2.26473 -2.44564 -0.4 0.3 0.0
C 3.93731 1.22445 -2.93847 1.8 -0.3 0.8
C 2.99542 0.25560 -3.55334 3.2 -0.7 -0.2
C 1.71502 0.58729 -3.60572 -1.4 2.3 0.6
C 0.82324 -0.15277 -4.27534 -3.2 -2.1 -0.7
C 1.07500 -1.42690 -4.75646 3.4 0.9 0.7
C 2.46944 -1.82343 -4.58752 -1.3 0.1 -2.3
C 3.45653 -0.94394 -4.15238 -0.5 0.8 1.3
C 4.93488 -1.22813 -4.19093 1.2 -3.4 -0.8
O 5.28077 -2.31384 -4.73762 -0.4 3.2 1.5
C 5.94626 -0.31090 -3.46203 0.6 0.5 -0.1
C 7.41272 -0.57376 -3.36892 -3.1 -0.3 -0.1
C 8.17934 0.24884 -2.61119 0.6 -0.1 0.5
C 7.67156 1.40888 -2.03057 0.7 -0.6 0.1
C 6.35841 1.69336 -2.11655 -1.5 0.4 -0.8
C 5.42682 0.85684 -2.83318 1.0 -0.6 -0.3
H 1.35270 1.53426 -3.23371 0.3 0.2 0.3
H -0.18499 0.22663 -4.35230 -0.1 0.1 -0.2
H 0.37866 -1.96054 -5.38633 0.0 -0.3 0.4
H 2.75580 -2.70054 -5.14884 0.3 -0.3 0.4
H 7.90125 -1.45633 -3.75466 -0.6 -0.2 -0.3
H 9.17839 -0.08044 -2.36648 0.3 0.2 -0.3
H 8.29520 2.08474 -1.46428 0.2 -0.1 0.0
H 6.16042 2.65198 -1.66020 -1.2 -0.1 -0.1
O -2.06272 5.84646 3.97711 -3.9 -0.1 -1.4
C -3.24671 5.93891 3.51211 4.9 -0.3 -0.1
C -4.16580 6.93966 4.07472 -3.3 -0.4 -0.2
C -3.99931 7.59030 5.29926 0.0 1.7 0.0
C -4.98819 8.44600 5.89059 0.2 -1.1 -1.5
C -6.25018 8.55900 5.28514 1.1 -1.9 0.4
C -6.50936 7.68987 4.20580 0.6 1.2 -1.2
C -5.48981 7.01832 3.49235 -0.3 -0.4 0.8
C -5.89006 6.28104 2.18837 -0.5 0.3 -0.4
O -6.96596 6.44535 1.61157 1.3 0.1 1.3
C -4.90069 5.32106 1.60740 0.9 -1.6 1.0
C -5.30549 4.40991 0.59078 0.8 0.4 0.2
C -4.42081 3.44062 0.13307 0.1 0.1 -0.2
C -3.19694 3.24224 0.74660 -0.5 0.5 -0.4
C -2.82153 4.05500 1.78453 0.5 0.1 0.7
C -3.62816 5.09906 2.26600 -1.4 0.5 0.1
H -3.00014 7.66314 5.70267 0.1 -0.6 0.3
H -4.76278 8.96257 6.81186 0.1 0.1 -0.1
H -7.02663 9.14616 5.75287 -0.1 0.0 -0.2
H -7.48969 7.71649 3.75342 -0.1 -0.2 -0.1
H -6.26937 4.39982 0.10370 -0.2 0.7 0.3
H -4.61980 2.87333 -0.76414 -0.4 -0.2 0.1
H -2.48409 2.50575 0.40625 -0.3 -0.1 0.0
H -1.85529 3.74069 2.15057 0.1 0.8 0.9
O -0.36380 -2.31728 -0.91628 -0.5 -1.1 -0.5
C -0.81868 -1.25282 -1.25723 0.1 0.9 -0.3
C -0.12713 -0.05592 -0.75512 1.1 3.6 1.2
C 0.99598 -0.13911 0.12931 -1.5 0.2 -1.2
C 1.48192 1.01108 0.75885 0.0 0.1 -0.7
C 1.03636 2.30330 0.42436 -1.1 -1.5 0.2
C -0.08256 2.45097 -0.43287 1.7 -0.7 1.0
C -0.61907 1.28974 -1.00167 -0.3 -1.1 -1.3
C -1.81923 1.41137 -1.92890 -1.2 3.2 2.9
O -2.37131 2.50151 -2.14420 1.6 -0.7 -0.5
C -2.64449 0.26656 -2.10023 -2.1 -3.4 -1.1
C -4.03320 0.31963 -2.37280 -0.7 0.4 -0.5
C -4.81863 -0.78740 -2.74414 1.5 0.6 1.3
C -4.19130 -2.01019 -2.72079 0.3 -1.0 -0.8
C -2.84049 -2.17661 -2.41093 -1.0 1.2 0.4
C -2.12782 -1.03245 -2.01277 1.4 -1.5 0.3
H 1.41805 -1.12952 0.21500 0.1 0.0 0.6
H 2.23568 0.91641 1.52651 0.2 -0.2 -0.1
H 1.49475 3.11370 0.97166 -0.2 0.4 -0.2
H -0.46356 3.45932 -0.49973 -0.4 -0.2 -0.8
H -4.59656 1.23519 -2.26899 0.5 0.4 -0.2
H -5.88681 -0.73210 -2.89357 0.0 0.3 -0.1
H -4.76785 -2.88548 -2.98129 0.0 -0.2 0.0
H -2.46543 -3.18935 -2.40131 0.5 0.2 0.2
O -3.16257 4.77511 -5.57125 -2.2 3.3 1.6
C -2.37721 4.31934 -6.32051 1.0 -3.7 -0.5
C -1.94672 2.98303 -6.06379 2.6 -3.0 -1.8
C -1.12553 2.28790 -6.94903 -1.0 0.6 2.6
O -0.62010 1.11622 -6.54689 -0.4 -0.1 -0.1
C -0.69074 2.86565 -8.23552 1.0 -0.3 -2.3
O -0.05089 2.29421 -9.13502 -0.8 -0.3 2.1
C -0.99072 4.24091 -8.38995 -1.3 2.2 1.2
C -1.75896 4.92396 -7.48454 1.9 0.0 -1.7
O -1.78905 6.23130 -7.53469 -0.1 1.5 -0.6
H -2.14390 2.50996 -5.11314 -0.3 0.1 0.1
H 0.10902 0.83957 -7.10675 0.2 -0.1 -0.6
H -0.46939 4.82072 -9.13724 -0.1 -0.2 -0.3
H -2.33542 6.59079 -6.83195 -0.4 0.1 0.4
O 0.70467 8.73898 -6.32190 -0.3 -2.0 0.8
C 0.48621 7.75246 -5.62855 -1.5 -0.2 2.8
C -0.40683 7.71283 -4.36663 0.5 0.7 -2.1
C -0.45945 6.66588 -3.51066 -1.3 1.7 2.0
O -1.03963 6.75101 -2.26921 0.1 0.5 -1.9
C 0.29271 5.40158 -3.65030 1.9 0.5 0.6
O 0.51648 4.67027 -2.68883 -1.2 0.3 -0.7
C 1.04869 5.35298 -4.84738 0.8 0.5 -2.1
C 1.12818 6.40507 -5.71719 1.6 -0.6 -2.7
O 1.93651 6.28529 -6.82133 0.0 -1.4 1.2
H -0.92271 8.66110 -4.33409 -0.3 -0.1 1.0
H -0.82880 5.89285 -1.89409 0.0 -0.6 0.7
H 1.70087 4.50437 -4.99200 0.0 -0.1 -0.2
H 1.82908 6.91702 -7.53615 -0.5 0.7 0.4
```
Forces are in eV/Å.

---

Which value of ΔE to the lowest compared entry with this formula, charge and spin does entry 1 give? 132.7 kcal/mol

---

The lowest total charge belongs to which entry? C5H12NO

---

Which value of total charge does entry 3 give? 0